A cluster of 2 separate species, C9H14O in total. Source: the Open Molecules 2025 dataset; level of theory: ωB97M-V/def2-TZVPD.

Frontier orbital gap   0.3397 hartree
SMILES   Cc1ccc(O)cc1.CC

```
! wB97M-V def2-TZVPD RIJCOSX def2/J DEFGRID3
* xyz 0 1
C 1.79 -2.91 -1.46
C 1.80 -1.39 -1.19
C 1.79 -0.92 0.13
C 1.26 0.34 0.48
C 0.85 1.09 -0.60
O 0.07 2.24 -0.45
C 0.93 0.74 -1.93
C 1.48 -0.50 -2.21
H 1.63 -3.41 -0.51
H 2.68 -3.24 -1.99
H 0.91 -3.08 -2.09
H 2.31 -1.48 0.91
H 1.42 0.63 1.51
H 0.00 2.62 0.41
H 0.56 1.39 -2.71
H 1.63 -0.79 -3.25
C -2.82 0.49 1.45
C -2.47 1.71 2.25
H -3.88 0.31 1.28
H -2.32 0.52 0.47
H -2.45 -0.43 1.94
H -1.52 2.21 2.04
H -3.27 2.45 2.21
H -2.39 1.43 3.31
*
```

=====

A cluster of 2 separate species, C9H14O in total. Source: the Open Molecules 2025 dataset; level of theory: ωB97M-V/def2-TZVPD.

Frontier orbital gap   0.3445 hartree
SMILES   Cc1ccc(O)cc1.CC

```
! wB97M-V def2-TZVPD RIJCOSX def2/J DEFGRID3
* xyz 0 1
C -1.42 1.87 -1.47
C -1.44 0.54 -0.81
C -1.85 -0.60 -1.59
C -1.81 -1.88 -1.03
C -1.28 -2.03 0.25
O -1.00 -3.27 0.69
C -1.07 -0.96 1.07
C -1.09 0.29 0.52
H -1.41 2.70 -0.74
H -2.27 2.34 -1.89
H -0.45 1.90 -1.98
H -2.07 -0.49 -2.66
H -1.98 -2.87 -1.67
H -1.70 -3.94 0.68
H -0.65 -1.17 2.14
H -0.81 1.17 1.07
C 3.01 1.56 0.81
C 2.64 0.09 1.06
H 2.28 1.82 -0.22
H 2.63 2.08 1.57
H 4.08 1.84 0.71
H 2.00 -0.07 1.86
H 3.57 -0.45 1.36
H 2.11 -0.45 0.28
*
```

=====

A cluster of 2 separate species, C9H14O in total. Source: the Open Molecules 2025 dataset; level of theory: ωB97M-V/def2-TZVPD.

Frontier orbital gap   0.3322 hartree
SMILES   Cc1ccc(O)cc1.CC

```
! wB97M-V def2-TZVPD RIJCOSX def2/J DEFGRID3
* xyz 0 1
C -1.32 -1.74 2.28
C -0.54 -1.56 1.03
C -1.01 -0.68 0.08
C -0.22 -0.31 -1.01
C 0.88 -1.09 -1.27
O 1.71 -0.89 -2.34
C 1.35 -2.12 -0.44
C 0.66 -2.28 0.75
H -1.61 -2.79 2.36
H -2.29 -1.21 2.12
H -0.92 -1.30 3.19
H -2.03 -0.26 0.21
H -0.60 0.40 -1.74
H 1.66 -0.06 -2.81
H 2.28 -2.63 -0.70
H 0.99 -2.93 1.55
C -0.01 3.15 -1.01
C 0.21 2.17 0.20
H 0.97 3.15 -1.52
H -0.70 2.83 -1.80
H -0.34 4.09 -0.59
H 1.02 1.44 0.03
H -0.75 1.77 0.50
H 0.61 2.88 0.93
*
```

=====

A cluster of 2 separate species, C9H14O in total. Source: the Open Molecules 2025 dataset; level of theory: ωB97M-V/def2-TZVPD.

Frontier orbital gap   0.3407 hartree
SMILES   Cc1ccc(O)cc1.CC

```
! wB97M-V def2-TZVPD RIJCOSX def2/J DEFGRID3
* xyz 0 1
C -1.68 -2.37 -1.71
C -1.25 -0.99 -1.28
C -1.68 -0.54 -0.03
C -1.63 0.79 0.30
C -1.15 1.70 -0.67
O -1.41 3.01 -0.35
C -0.78 1.29 -1.93
C -0.83 -0.08 -2.23
H -2.67 -2.26 -2.15
H -1.69 -3.20 -1.01
H -1.15 -2.75 -2.59
H -2.29 -1.14 0.61
H -1.98 1.31 1.18
H -0.98 3.59 -1.00
H -0.85 2.04 -2.71
H -0.32 -0.47 -3.10
C 3.29 0.57 2.15
C 2.33 -0.58 2.57
H 3.51 0.51 1.11
H 2.79 1.52 2.33
H 4.26 0.56 2.65
H 1.43 -0.12 2.94
H 2.05 -1.07 1.64
H 2.68 -1.33 3.28
*
```

=====

A cluster of 2 separate species, C9H14O in total. Source: the Open Molecules 2025 dataset; level of theory: ωB97M-V/def2-TZVPD.

Frontier orbital gap   0.3410 hartree
SMILES   Cc1ccc(O)cc1.CC

```
! wB97M-V def2-TZVPD RIJCOSX def2/J DEFGRID3
* xyz 0 1
C 2.39 -1.07 0.61
C 1.20 -0.25 1.13
C 0.26 -0.88 1.92
C -1.00 -0.31 2.22
C -1.13 0.99 1.75
O -2.39 1.61 1.73
C -0.29 1.64 0.86
C 0.90 1.00 0.57
H 3.35 -0.64 0.91
H 2.45 -0.97 -0.47
H 2.29 -2.05 1.05
H 0.34 -1.90 2.28
H -1.89 -0.70 2.68
H -3.09 1.32 2.33
H -0.53 2.53 0.30
H 1.62 1.50 -0.07
C -0.47 0.39 -2.81
C -0.71 -0.89 -2.06
H 0.11 0.25 -3.73
H -1.34 0.91 -3.24
H 0.12 1.14 -2.31
H 0.22 -1.07 -1.53
H -0.85 -1.76 -2.71
H -1.56 -0.80 -1.38
*
```

=====

A cluster of 2 separate species, C9H14O in total. Source: the Open Molecules 2025 dataset; level of theory: ωB97M-V/def2-TZVPD.

Frontier orbital gap   0.3356 hartree
SMILES   Cc1ccc(O)cc1.CC

```
! wB97M-V def2-TZVPD RIJCOSX def2/J DEFGRID3
* xyz 0 1
C 0.76 -0.86 2.44
C 0.50 -0.97 0.95
C 1.51 -0.62 0.06
C 1.35 -0.54 -1.32
C 0.02 -0.56 -1.76
O -0.18 -0.22 -3.06
C -0.99 -1.03 -0.93
C -0.75 -1.26 0.42
H 1.52 -0.15 2.75
H 1.33 -1.77 2.69
H -0.19 -0.78 2.94
H 2.54 -0.48 0.37
H 2.07 -0.78 -2.08
H -1.07 -0.46 -3.38
H -1.88 -1.24 -1.51
H -1.54 -1.57 1.10
C -1.39 2.48 0.66
C -0.25 2.34 1.70
H -1.53 1.53 0.16
H -2.31 2.82 1.14
H -1.11 3.21 -0.09
H -0.49 2.26 2.76
H 0.49 3.14 1.67
H 0.24 1.40 1.46
*
```

=====

A cluster of 2 separate species, C9H14O in total. Source: the Open Molecules 2025 dataset; level of theory: ωB97M-V/def2-TZVPD.

Frontier orbital gap   0.3411 hartree
SMILES   Cc1ccc(O)cc1.CC

```
! wB97M-V def2-TZVPD RIJCOSX def2/J DEFGRID3
* xyz 0 1
C 2.04 -0.42 1.33
C 1.22 0.38 0.34
C 0.78 -0.22 -0.83
C -0.07 0.43 -1.71
C -0.48 1.72 -1.42
O -1.31 2.35 -2.31
C -0.15 2.27 -0.20
C 0.69 1.61 0.69
H 2.44 0.21 2.12
H 2.75 -1.04 0.80
H 1.46 -1.20 1.81
H 1.05 -1.22 -1.16
H -0.42 -0.15 -2.56
H -1.72 3.12 -1.87
H -0.57 3.23 0.07
H 0.86 2.06 1.65
C -0.95 -2.61 2.02
C -1.27 -3.79 1.09
H 0.12 -2.50 2.13
H -1.34 -1.72 1.53
H -1.37 -2.74 3.03
H -0.62 -3.76 0.22
H -1.23 -4.76 1.58
H -2.28 -3.69 0.69
*
```

=====

A cluster of 2 separate species, C9H14O in total. Source: the Open Molecules 2025 dataset; level of theory: ωB97M-V/def2-TZVPD.

Frontier orbital gap   0.3534 hartree
SMILES   Cc1ccc(O)cc1.CC

```
! wB97M-V def2-TZVPD RIJCOSX def2/J DEFGRID3
* xyz 0 1
C 1.01 2.29 2.24
C 0.72 0.97 1.59
C -0.20 0.78 0.58
C -0.54 -0.49 0.08
C 0.11 -1.62 0.53
O 0.06 -2.87 -0.06
C 1.03 -1.56 1.56
C 1.24 -0.30 2.09
H 2.09 2.29 2.33
H 0.52 2.45 3.19
H 0.69 3.13 1.67
H -0.74 1.72 0.35
H -1.07 -0.49 -0.88
H -0.24 -3.48 0.61
H 1.52 -2.44 2.00
H 1.98 -0.09 2.87
C -2.02 1.30 -3.19
C -0.81 0.88 -3.93
H -2.34 2.36 -3.15
H -2.85 0.78 -3.62
H -1.86 0.99 -2.20
H -1.11 0.42 -4.81
H -0.03 1.63 -3.82
H -0.23 0.20 -3.29
*
```

=====

Question: Which of these has the highest frontier orbital gap?
Answer: number 8

=====

Question: Which value of frontier orbital gap does entry 8 give?
Answer: 0.3534 hartree

=====

Question: Which formula does entry 7 have?
Answer: C9H14O

=====

Question: Which of these has the highest frontier orbital gap?
Answer: number 8